{
  "formula": "C3H8NO3",
  "method": "ωB97M-V/def2-TZVPD",
  "species": ["C", "C", "C", "N", "O", "O", "O", "H", "H", "H", "H", "H", "H", "H", "H"],
  "coordinates": [[-2.591860, 0.093219, -0.287852], [-1.480625, -0.654243, 0.213066], [1.733989, 0.410885, 0.249603], [0.596402, 0.922993, -0.399945], [-1.874377, 0.350670, 0.916926], [-0.648433, -1.477775, 0.146037], [1.700645, -1.089816, 0.379310], [-2.344033, 0.905521, -0.959421], [-3.477915, -0.490064, -0.066398], [2.713491, 0.655975, -0.246174], [1.818007, 0.669346, 1.254806], [0.408156, 1.855104, -0.113226], [0.729304, 1.035161, -1.451609], [1.850254, -1.714925, -0.405742], [0.866994, -1.472046, 0.770619]],
  "atomic_forces_ev_per_a": [[-0.4, -1.1, -1.2], [-1.0, 1.7, -1.1], [1.2, 0.3, -2.2], [0.6, 0.0, -2.6], [1.2, 0.3, 3.6], [1.2, -2.3, 0.6], [1.2, -2.0, -1.0], [-1.1, -0.4, -0.7], [-0.9, 1.0, -0.8], [-0.8, -0.8, 0.4], [-0.2, 0.7, 1.6], [-0.4, 0.8, 0.9], [0.0, -0.5, 1.8], [0.1, 1.6, 0.9], [-0.7, 0.7, -0.1]],
  "relative_energy_kj_mol": 350.5,
  "e_homo_ev": -14.670,
  "lumo_energy_ev": -3.56,
  "homo_lumo_gap_ev": 11.1,
  "total_charge": 1
}